[1]
{
  "formula": "C3H6N2",
  "method": "the ωB97M-V functional and the def2-TZVPD basis",
  "elements": ["H", "N", "H", "H", "C", "H", "H", "H", "N", "C", "C"],
  "positions_angstrom": [[0.02869, 1.31594, -0.74605], [-3.03764, 0.42202, -0.45449], [0.51846, -1.40068, -1.20632], [0.21406, -0.31516, 1.52481], [0.88231, 1.07455, -0.10863], [1.20964, 1.85035, 0.55271], [1.67523, 0.73735, -0.73870], [0.02797, -2.25536, 0.27048], [0.48637, -1.42983, -0.12905], [-2.39492, 0.29794, 0.52634], [0.38981, -0.29712, 0.50889]],
  "forces_ev_per_angstrom": [[0.102, 0.644, 0.110], [0.933, -0.185, 1.357], [0.101, -0.144, 2.358], [-0.712, -0.329, 1.960], [-1.630, -3.310, -0.356], [-0.279, 0.065, 0.603], [0.831, 0.233, -0.658], [0.354, 0.452, -0.193], [-0.958, 0.551, -2.121], [0.120, -0.062, -1.421], [1.137, 2.084, -1.641]],
  "lowdin_charge": [0.08, -0.21, 0.19, 0.08, -0.01, 0.08, 0.06, 0.15, 0.15, -0.43, -0.13],
  "lumo_energy_ev": -0.95,
  "orbital_gap_ev": 7.59,
  "homo_ev": -8.54,
  "de_lowest_kj_mol": 332.58
}



[2]
{
  "formula": "C3H6N2",
  "method": "the ωB97M-V functional and the def2-TZVPD basis",
  "elements": ["H", "C", "C", "H", "N", "H", "H", "H", "C", "N", "H"],
  "positions_angstrom": [[1.91563, -0.65687, -0.31245], [1.40596, 0.32069, -0.21224], [-1.11833, -0.75700, 0.59553], [-2.15369, -0.44121, 0.34168], [-0.12623, 0.97349, -2.15961], [-0.87862, -1.55961, -0.10627], [-0.45744, 1.19988, 0.90805], [2.20300, 1.08033, 0.01262], [0.47959, 0.67953, -1.21432], [-0.11712, 0.32192, 0.53461], [-1.15274, -1.16114, 1.61240]],
  "forces_ev_per_angstrom": [[-0.909, 0.293, 0.354], [-1.931, -0.205, 1.107], [0.572, -0.156, 0.124], [0.834, 0.362, -0.052], [-0.168, 0.060, -0.149], [0.132, 0.090, 0.083], [0.753, -0.075, -0.193], [-1.410, -0.431, 0.605], [0.820, 0.518, -3.256], [1.326, -0.238, 1.532], [-0.019, -0.219, -0.156]],
  "lowdin_charge": [0.11, -0.02, -0.12, 0.09, 0.11, 0.08, 0.11, 0.12, -0.45, -0.10, 0.06],
  "lumo_energy_ev": 0.82,
  "orbital_gap_ev": 9.05,
  "homo_ev": -8.23,
  "de_lowest_kj_mol": 337.89
}



[3]
{
  "formula": "C3H6N2",
  "method": "the ωB97M-V functional and the def2-TZVPD basis",
  "elements": ["C", "C", "C", "H", "H", "H", "H", "H", "H", "N", "N"],
  "positions_angstrom": [[0.10350, 0.54549, -1.56585], [-0.73163, -0.39053, 1.09366], [0.45946, -1.05496, 1.64701], [0.65318, 0.83238, 0.32792], [-0.45207, 1.44929, -1.85750], [-0.10639, -0.24687, -2.29510], [1.16862, 0.79439, -1.74758], [-1.55493, -1.12322, 1.00161], [-1.11599, 0.33805, 1.85231], [1.56968, -1.37095, 1.71887], [0.03478, 0.18664, -0.12308]],
  "forces_ev_per_angstrom": [[-0.345, -0.031, 0.082], [0.403, 0.151, -0.854], [1.144, -0.398, -0.035], [0.297, 0.025, 0.124], [-0.221, -0.269, 0.139], [-0.293, -0.076, 0.573], [-0.507, -0.203, 0.308], [0.515, 0.401, -0.832], [0.358, -0.069, -0.939], [-0.936, -0.188, 0.799], [-0.415, 0.658, 0.636]],
  "lowdin_charge": [-0.11, -0.15, -0.25, 0.07, 0.06, 0.07, 0.08, 0.11, 0.11, 0.13, -0.12],
  "lumo_energy_ev": 0.72,
  "orbital_gap_ev": 9.52,
  "homo_ev": -8.81,
  "de_lowest_kj_mol": 251.92,
  "smiles": "CNCC#N"
}



[4]
{
  "formula": "C3H6N2",
  "method": "the ωB97M-V functional and the def2-TZVPD basis",
  "elements": ["C", "N", "H", "C", "H", "N", "H", "C", "H", "H", "H"],
  "positions_angstrom": [[-0.61564, 0.68681, 0.01603], [-0.28268, -0.66311, -0.62256], [-2.40839, -0.81927, -0.56863], [1.81504, -0.01735, 0.02597], [-0.94806, 1.33901, -0.85750], [0.98675, -0.91246, -0.01054], [-1.38959, -0.90830, 1.22706], [-1.53324, -0.52917, 0.23656], [1.81342, 0.81163, -0.83845], [-0.24700, 1.31577, 0.73159], [2.80940, -0.30356, 0.66047]],
  "forces_ev_per_angstrom": [[-5.725, -1.056, -6.530], [1.842, 3.234, 1.548], [1.920, 0.970, 2.972], [5.063, 1.563, -1.585], [0.085, -0.554, 1.407], [-3.023, -3.903, 1.998], [-0.726, -0.621, 0.357], [1.045, -0.073, -3.011], [-0.059, -0.947, 2.484], [1.805, 0.294, 2.228], [-2.226, 1.092, -1.867]],
  "lowdin_charge": [-0.19, -0.11, 0.16, -0.14, 0.11, -0.09, 0.08, -0.11, 0.13, 0.06, 0.11],
  "lumo_energy_ev": 1.12,
  "orbital_gap_ev": 10.03,
  "homo_ev": -8.91,
  "de_lowest_kj_mol": 518.76,
  "smiles": "C=NN1CC1"
}



[5]
{
  "formula": "C3H6N2",
  "method": "the ωB97M-V functional and the def2-TZVPD basis",
  "elements": ["H", "N", "H", "C", "H", "C", "H", "N", "C", "H", "H"],
  "positions_angstrom": [[-2.15240, -1.04807, 0.67416], [-0.29556, -0.15789, 0.61409], [0.28405, -0.54631, -2.04210], [0.66688, 0.70803, 0.22746], [0.02881, -0.86119, 1.27441], [-1.54806, -0.26301, 0.24568], [-0.38689, -0.85832, -2.14956], [3.00467, 0.47810, 1.27197], [1.94752, 0.59135, 0.79565], [-1.95163, 0.45605, -0.45473], [0.40261, 1.50126, -0.45703]],
  "forces_ev_per_angstrom": [[0.122, 0.097, -0.039], [0.010, -0.051, 0.024], [-0.059, -0.036, -0.040], [-0.139, 0.036, -0.044], [-0.050, 0.095, -0.069], [0.049, 0.071, -0.001], [0.071, 0.023, -0.010], [-0.964, 0.102, -0.432], [0.833, -0.122, 0.397], [0.059, -0.104, 0.106], [0.067, -0.111, 0.110]],
  "lowdin_charge": [0.07, -0.09, 0.03, -0.20, 0.17, -0.02, 0.04, 0.11, -0.27, 0.07, 0.10],
  "lumo_energy_ev": [0.31, 0.31],
  "orbital_gap_ev": [8.13, 8.13],
  "homo_ev": [-7.81, -7.81],
  "de_lowest_kj_mol": 309.09
}



[6]
{
  "formula": "C3H6N2O",
  "method": "the ωB97M-V functional and the def2-TZVPD basis",
  "elements": ["N", "H", "C", "O", "H", "H", "C", "H", "N", "H", "C", "H"],
  "positions_angstrom": [[-0.84492, 0.70182, -1.61590], [-0.80920, 1.51232, -2.26779], [-0.36492, -0.82235, -0.02002], [2.48798, 1.04312, 3.93462], [3.09706, 0.38723, 4.14298], [0.44083, 1.18670, 0.19971], [-1.19305, -0.53905, -2.10771], [2.44671, 0.91659, 2.96113], [-1.01621, -1.44324, -1.11820], [0.11612, -1.33514, 0.87888], [-0.14347, 0.50618, -0.45002], [-1.95889, -0.69139, -2.78672]],
  "forces_ev_per_angstrom": [[1.345, 0.477, -1.333], [0.218, -0.674, 1.235], [0.567, 1.130, -3.025], [-1.584, 1.709, -1.064], [1.899, -1.993, 0.977], [-0.630, 0.226, -1.124], [0.505, -0.678, 5.152], [-0.350, 0.320, 0.076], [0.370, 0.073, 0.066], [-1.087, 0.697, -1.541], [-0.361, -1.170, 2.335], [-0.892, -0.116, -1.755]],
  "lowdin_charge": [-0.01, 0.11, -0.21, -0.31, -0.08, 0.03, -0.27, -0.06, -0.02, 0.07, -0.32, 0.06],
  "lumo_energy_ev": [3.72, 3.81],
  "orbital_gap_ev": [2.67, 9.28],
  "spin_multiplicity": 2,
  "charge": -1,
  "homo_ev": [1.05, -5.47],
  "de_lowest_kj_mol": 145.58
}